(1)
This record from the Open Molecules 2025 dataset describes a 2-piece molecular cluster, H3NP2 overall. The level of theory is wB97M-V/def2-TZVPD.

CARTESIAN COORDINATES (ANGSTROEM)
N 1.4118 -1.2569 0.0424
P 2.3748 -0.0776 0.0105
P -1.7559 -0.4578 0.0307
H 2.5310 0.1050 1.3966
H -0.5254 -0.1456 0.5551
H -1.1652 -1.2410 -0.9760

Calculated values
HOMO level (alpha / beta)	-9.85 / -8.69	eV
calculated total energy	-20111.4384	eV
LUMO energy (alpha / beta)	-0.038 / -0.050	Ha
total charge	0
2S+1	1
orbital gap (alpha / beta)	8.831 / 7.332	eV

Atomic partial charges in e from the natural (NBO) method, atoms 1 to 2: -0.687, 0.730

=====

(2)
This record from the Open Molecules 2025 dataset describes one molecule with the formula H3NP2S. The level of theory is wB97M-V/def2-TZVPD.

CARTESIAN COORDINATES (ANGSTROEM)
N -0.3275 0.3970 -0.5335
P -0.6900 -0.2919 -2.0190
P 0.9345 0.1779 0.8484
S 0.7544 1.0720 2.6813
H -0.8998 1.2242 -0.3655
H -0.2175 -1.5054 -1.5114
H 0.4459 -1.0738 0.8997

Calculated values
HOMO level (alpha / beta)	-7.59 / -8.60	eV
calculated total energy	-30949.2625	eV
LUMO energy (alpha / beta)	-0.087 / -0.043	Ha
total charge	0
2S+1	1
orbital gap (alpha / beta)	5.229 / 7.418	eV

Atomic partial charges in e from the natural (NBO) method, atoms 1 to 2: -1.152, 0.608

=====

(3)
This record from the Open Molecules 2025 dataset describes one molecule with the formula H3NP2S. The level of theory is wB97M-V/def2-TZVPD.

CARTESIAN COORDINATES (ANGSTROEM)
N -0.1951 0.2652 0.2628
P -0.0990 0.7705 -1.3411
P -0.0294 -1.3434 0.8861
S -0.5245 2.6529 -1.2870
H -0.4775 0.9675 0.9414
H -0.0496 -1.9449 -0.3749
H 1.3751 -1.3678 0.9127

Calculated values
<S²>	2.0086
HOMO level (alpha / beta)	-6.65 / -9.47	eV
calculated total energy	-30949.3463	eV
LUMO energy (alpha / beta)	0.035 / -0.112	Ha
total charge	0
2S+1	3
orbital gap (alpha / beta)	7.588 / 6.428	eV

Atomic partial charges in e from the natural (NBO) method, atoms 1 to 2: -1.243, 0.548

=====

(4)
This record from the Open Molecules 2025 dataset describes a 2-piece molecular cluster, H3O2PS overall. The level of theory is wB97M-V/def2-TZVPD.

CARTESIAN COORDINATES (ANGSTROEM)
O -0.3505 -1.3467 0.4502
O 1.9785 0.5944 -0.2185
P -0.8481 -0.2699 -0.4841
S -2.4390 0.6466 0.6116
H 1.4829 0.7236 -1.3100
H 2.0893 -0.2543 -0.6620
H -1.9130 -0.0935 1.6128

Calculated values
HOMO level	-10.03	eV
calculated total energy	-24266.4708	eV
LUMO energy	-0.033	Ha
total charge	0
2S+1	1
orbital gap	9.141	eV
SMILES string	O=PS.O

Atomic partial charges in e from the natural (NBO) method, atoms 1 to 2: -0.999, -0.876

=====

(5)
This record from the Open Molecules 2025 dataset describes a 2-piece molecular cluster, H3O3P overall. The level of theory is wB97M-V/def2-TZVPD.

CARTESIAN COORDINATES (ANGSTROEM)
O -0.2538 1.1216 -0.7707
O 1.7906 -1.0270 0.1951
O -2.0626 0.0414 0.5386
P -1.2383 -0.0068 -0.8431
H 2.5245 -0.3923 0.2519
H 1.2372 -0.6164 -0.4607
H -1.9977 0.8795 1.0889

Calculated values
HOMO level	-11.15	eV
calculated total energy	-15480.8084	eV
LUMO energy	-0.019	Ha
total charge	0
2S+1	1
orbital gap	10.635	eV
SMILES string	O=PO.O

Atomic partial charges in e from the natural (NBO) method, atoms 1 to 2: -1.035, -0.938

=====

(6)
This record from the Open Molecules 2025 dataset describes H3O3Yb as an isolated structure. The level of theory is wB97M-V/def2-TZVPD.

CARTESIAN COORDINATES (ANGSTROEM)
O -0.6469 1.3700 -0.8828
Yb 1.4473 0.5145 0.0777
O -0.5631 1.3074 0.5775
H -0.6314 -1.5497 0.3983
O 0.3602 -1.5813 0.2397
H 0.6986 -2.3809 0.6539
H -0.6647 2.3200 -1.0643

Calculated values
<S²>	0.7511
HOMO level (alpha / beta)	-4.78 / -7.37	eV
calculated total energy	-37716.7766	eV
LUMO energy (alpha / beta)	0.004 / -0.009	Ha
total charge	0
2S+1	2
orbital gap (alpha / beta)	4.876 / 7.128	eV

Atomic partial charges in e from the natural (NBO) method, atoms 1 to 2: -0.616, 0.904

=====

(7)
This record from the Open Molecules 2025 dataset describes a 2-piece molecular cluster, H3O4PSi overall. The level of theory is wB97M-V/def2-TZVPD.

CARTESIAN COORDINATES (ANGSTROEM)
O 2.1821 -0.6054 1.0124
O 1.1348 -1.2587 -1.1392
O -0.1946 -1.4494 0.9609
O -0.0796 2.6358 0.7978
Si 0.0182 1.4103 -0.0957
P 0.9462 -0.5849 0.2066
H -0.9632 -1.2165 0.3571
H -0.2119 1.4108 -1.6945
H -2.8319 -0.3420 -0.4054

Calculated values
HOMO level (alpha / beta)	0.66 / 0.66	eV
calculated total energy	-25404.9482	eV
LUMO energy (alpha / beta)	0.248 / 0.248	Ha
total charge	-2
2S+1	1
orbital gap (alpha / beta)	6.103 / 6.102	eV

Atomic partial charges in e from the natural (NBO) method, atoms 1 to 2: -1.191, -1.187

=====

(8)
This record from the Open Molecules 2025 dataset describes an isolated ion of composition H3O4SSi and charge -1. The level of theory is wB97M-V/def2-TZVPD.

CARTESIAN COORDINATES (ANGSTROEM)
O -0.2551 -2.7616 0.3639
O 0.0419 -1.1915 2.2485
O 1.9297 -1.7693 0.6877
O 0.5628 0.9811 -1.3605
Si -0.5154 0.3281 -0.5105
S 0.3322 -1.4835 0.8186
H 1.8314 -2.2245 -0.1159
H -1.4174 -0.4724 -1.4091
H -1.0664 0.9645 0.6971

Calculated values
HOMO level	-5.24	eV
calculated total energy	-26953.2185	eV
LUMO energy	0.139	Ha
total charge	-1
2S+1	1
orbital gap	9.031	eV
SMILES string	O=S(=O)(O)[SiH2][O-]

Atomic partial charges in e from the natural (NBO) method, atoms 1 to 2: -1.015, -0.984

=====

(9)
This record from the Open Molecules 2025 dataset describes a 2-piece molecular cluster, H3O5 overall. The level of theory is wB97M-V/def2-TZVPD.

CARTESIAN COORDINATES (ANGSTROEM)
O -1.5137 0.5528 -1.7654
O 1.7381 -0.0299 0.2290
O 0.1176 -1.1303 1.1545
O -0.4512 0.8002 0.1763
O 0.3092 -0.2171 0.2416
H -2.1465 1.2652 -1.5391
H 2.1645 -0.4032 -0.5601
H -0.2181 -0.8377 2.0632

Calculated values
HOMO level	-17.52	eV
calculated total energy	-10262.3101	eV
LUMO energy	-0.374	Ha
total charge	+1
2S+1	1
orbital gap	7.341	eV

Atomic partial charges in e from the natural (NBO) method, atoms 1 to 2: -0.238, -0.327

=====

(10)
This record from the Open Molecules 2025 dataset describes a 2-piece molecular cluster, H3OP overall. The level of theory is wB97M-V/def2-TZVPD.

CARTESIAN COORDINATES (ANGSTROEM)
O -0.8822 -0.1492 0.0892
P 0.6748 -0.0289 -0.2062
H -1.8313 0.0344 -1.3501
H 1.1700 1.1042 0.6439
H 0.8686 -0.9605 0.8232

Calculated values
HOMO level (alpha / beta)	-9.52 / -9.31	eV
calculated total energy	-11380.4649	eV
LUMO energy (alpha / beta)	-0.039 / -0.066	Ha
total charge	0
2S+1	1
orbital gap (alpha / beta)	8.464 / 7.510	eV

Atomic partial charges in e from the natural (NBO) method, atoms 1 to 2: -0.862, 0.706

=====

Relative energy (zero: lowest compared OMol25 entry of this formula, charge and spin) values (in eV) by entry order: 2.926; 2.516; 0.000; 2.908; 0.786; 0.000; 2.405; 0.439; 4.692; 3.812.
Molecular weight values (in g/mol) by entry order: 78.98; 111.05; 111.05; 98.06; 81.99; 224.06; 126.08; 127.17; 83.02; 50.00.